A cluster of 10 separate species, C38H70N6O8 in total. Source: the OMol25 dataset; level of theory: ωB97M-V with the def2-TZVPD basis set.

## Properties
<S²> ... 0.763
F_max ... 3.720 eV/A
2S+1 ... 2
HOMO-LUMO gap (alpha / beta) ... 0.231 / 0.070 Eh
Total charge ... +1
Lowest unoccupied orbital energy (alpha / beta) ... -0.147 / -0.309 hartree
Calculated total energy ... -2419.93643 a.u.

Geometry (Å):
C 27.36713 13.12198 30.88946
C 28.23469 14.34237 30.60499
C 27.46720 15.38238 31.44335
O 26.07690 15.04104 31.16229
C 25.93054 13.71126 30.80344
H 27.60861 12.76704 31.89136
H 27.61343 12.22612 30.31949
H 28.16068 14.72973 29.58883
H 29.27899 14.12003 30.82430
H 27.59388 16.44203 31.22155
H 27.57110 15.27627 32.52319
H 25.62456 13.62787 29.76059
H 25.18247 13.13981 31.35292
C 25.44456 11.44887 34.18840
C 25.59097 10.43506 33.05711
C 27.04966 9.85920 33.27564
O 27.31582 10.18927 34.67470
C 26.26583 10.94750 35.31739
H 24.42688 11.59547 34.55026
H 25.94378 12.35635 33.84876
H 25.40372 10.78219 32.04097
H 24.92307 9.59950 33.26650
H 27.79426 10.39131 32.68358
H 27.00565 8.80012 33.02164
H 26.84635 11.75717 35.75961
H 25.78717 10.19150 35.93984
C 30.17296 10.24091 31.31487
C 31.16682 10.28880 30.12487
C 32.45434 9.76033 30.74535
O 32.42233 10.15188 32.07475
C 31.01701 10.17582 32.53722
H 29.51187 9.37832 31.23106
H 29.58153 11.15650 31.31132
H 31.29081 11.30394 29.74775
H 30.75845 9.61410 29.37246
H 33.36431 9.97722 30.18588
H 32.40877 8.67245 30.79565
H 30.82405 11.07635 33.12023
H 30.78263 9.31650 33.16550
C 29.38119 19.37683 34.71774
C 28.04154 19.48936 34.09042
C 27.36565 18.23360 34.54038
O 27.89608 18.14324 35.88729
C 29.03590 18.97330 36.14276
H 29.85281 20.35426 34.61622
H 30.05908 18.64128 34.28470
H 28.11175 19.65727 33.01572
H 27.58450 20.38706 34.50678
H 27.59866 17.35411 33.94012
H 26.31229 18.50480 34.46988
H 29.85951 18.36642 36.51888
H 28.96325 19.83098 36.81148
C 29.68604 13.23250 35.09253
C 30.48746 14.50762 35.04886
O 29.92991 15.53771 34.61377
N 31.81426 14.50743 35.40211
C 32.83509 15.58218 35.34831
H 30.30200 12.36577 35.33226
H 29.29622 12.90275 34.12950
H 28.91151 13.28577 35.85762
H 32.14201 13.59375 35.68118
H 33.36420 15.74964 36.28644
H 32.41187 16.57953 35.22887
H 33.54888 15.37711 34.55048
C 28.35361 13.16861 25.79475
C 27.26677 12.67807 26.74919
O 26.58784 13.41198 27.38073
N 27.20666 11.34597 26.92871
C 26.30329 10.61906 27.76782
H 28.45393 12.57175 24.88822
H 29.29353 13.18154 26.34654
H 28.00803 14.19137 25.64430
H 27.72290 10.83851 26.22438
H 25.52655 11.37251 27.89852
H 26.82851 10.33116 28.67851
H 25.97652 9.72658 27.23415
C 23.30168 18.11839 27.63376
C 23.73010 16.78583 27.05186
O 22.88902 16.24354 26.30358
N 24.89402 16.14242 27.36848
C 25.79348 16.63283 28.35539
H 23.17682 17.94427 28.70249
H 22.38412 18.44937 27.14731
H 24.09719 18.85439 27.51729
H 25.09419 15.27780 26.88634
H 25.30618 17.02616 29.24754
H 26.44532 17.41753 27.97139
H 26.44973 15.80868 28.63505
C 25.92771 21.14630 28.22464
C 26.24641 20.39047 29.49572
O 27.30878 19.77502 29.54539
N 25.27655 20.22877 30.38262
C 25.38380 19.35180 31.51000
H 25.84631 20.40095 27.43348
H 26.69435 21.91763 28.15113
H 24.91158 21.52501 28.33489
H 24.34413 20.45622 30.06802
H 24.43808 18.81168 31.55457
H 25.57519 20.01491 32.35366
H 26.17698 18.60834 31.43098
N 21.25655 14.30023 29.77037
C 22.53414 14.63920 30.02139
C 22.87685 15.82098 30.64096
C 21.84266 16.75587 30.90423
C 20.52885 16.39566 30.70800
C 20.27718 15.10366 30.12380
H 23.36771 14.01816 29.72839
H 23.91869 16.09188 30.72798
H 22.10564 17.69064 31.37693
H 19.66820 16.97127 31.01518
H 19.27645 14.78083 29.87733
N 32.67255 13.62568 32.26115
C 33.55436 13.11318 31.34852
C 33.84579 13.84650 30.17518
C 33.22747 15.06237 29.98164
C 32.15651 15.46088 30.78865
C 31.95374 14.75672 31.99750
H 34.16842 12.27712 31.64907
H 34.71720 13.58859 29.59163
H 33.43643 15.59094 29.06329
H 31.55342 16.33036 30.57259
H 31.06080 14.89639 32.58873